DFT (the ωB97M-V functional and the def2-TZVPD basis) results for C27H16AgN3O8S2Se as an isolated structure.

```
58
Properties=species:S:1:pos:R:3:forces:R:3:lowdin_charge:R:1
Ag 0.708483 1.726352 0.298837 0.2 -0.1 -0.2 0.7431
S -4.202307 3.830550 2.085966 0.1 0.0 0.1 1.1275
C -5.771040 4.154562 2.661704 -0.1 0.0 0.0 -0.4314
C -6.714206 3.349463 2.089792 0.0 0.0 0.0 -0.2123
C -6.139598 2.437953 1.168787 0.0 0.0 0.0 -0.1462
C -4.779506 2.575099 1.064850 0.1 -0.1 -0.2 -0.4698
C -3.843503 1.797449 0.233046 -0.1 0.2 0.1 -0.1811
C -2.477473 2.171659 0.191315 0.1 -0.1 -0.1 -0.0562
N -1.596488 1.504677 -0.515176 0.1 0.0 0.1 0.1102
C -1.966649 0.424950 -1.213507 0.2 -0.1 -0.1 -0.1452
C -3.286848 -0.034838 -1.233413 -0.2 0.0 0.0 -0.1450
C -3.608789 -1.239414 -1.952175 0.0 0.0 0.0 -0.0390
C -2.650199 -1.950519 -2.581529 0.1 0.0 0.0 -0.0424
C -1.279008 -1.511231 -2.571662 0.1 -0.1 -0.1 -0.1420
C -0.238184 -2.242679 -3.165585 -0.1 0.0 0.1 0.0323
C 1.054987 -1.777708 -3.104781 0.2 0.0 -0.1 -0.1936
C 1.272362 -0.535357 -2.465090 -0.1 0.0 0.0 -0.0840
N 0.316623 0.168260 -1.920923 0.0 0.0 0.1 0.1367
C -0.935128 -0.315253 -1.929057 -0.2 0.2 0.1 -0.1413
C 2.181770 -2.533114 -3.683435 -0.3 0.1 0.0 -0.4768
C 2.136933 -3.620205 -4.513704 0.1 0.0 0.0 -0.1396
C 3.424225 -4.106060 -4.866059 0.0 0.0 0.1 -0.2045
C 4.422444 -3.376393 -4.293802 0.0 -0.1 -0.1 -0.4367
S 3.808869 -2.103911 -3.340047 0.1 0.0 0.1 1.0761
C -4.233246 0.693122 -0.488549 0.0 -0.1 -0.1 0.0314
H -5.923759 4.928863 3.396801 0.0 0.0 0.0 0.0562
H -7.769411 3.400122 2.319915 0.0 0.0 0.0 0.0865
H -6.708987 1.709765 0.607860 0.0 0.0 0.0 0.0947
H -2.050700 2.999866 0.778178 -0.1 0.0 0.0 0.0555
H -4.638438 -1.580323 -1.956288 0.0 0.0 0.0 0.1041
H -2.895091 -2.871713 -3.098582 0.0 0.0 0.0 0.1026
H -0.470784 -3.188876 -3.641821 0.0 0.0 0.0 0.1124
H 2.266341 -0.104093 -2.387655 0.0 0.0 0.0 0.0899
H 1.214691 -4.058273 -4.867459 0.0 0.0 0.0 0.0994
H 3.597096 -4.956732 -5.509830 0.0 0.0 0.0 0.0914
H 5.486884 -3.522557 -4.382516 0.0 0.0 0.0 0.0564
H -5.261530 0.347780 -0.473540 0.0 0.0 0.0 0.1103
O 3.201149 1.008599 -0.277305 0.0 -0.1 -0.1 -0.0152
C 3.734271 0.768451 0.786690 -0.1 -0.1 0.0 -0.2364
C 3.279197 -0.148175 1.833034 0.1 0.1 0.0 -0.1156
C 4.215565 -0.453312 2.803325 0.0 0.0 0.0 0.0297
C 3.937786 -1.346369 3.826967 0.1 -0.1 0.1 -0.1907
C 2.652624 -1.921526 3.929323 0.0 0.0 0.0 -0.0272
C 1.702078 -1.615659 3.010430 0.0 0.0 0.0 -0.0108
C 1.949814 -0.736182 1.881628 0.0 -0.1 0.0 -0.3813
O 1.056497 -0.534947 1.032893 0.1 0.0 0.0 -0.0720
N 4.947699 -1.686437 4.775730 -0.1 0.2 0.0 -0.3851
O 6.063353 -1.178187 4.676084 0.0 0.0 0.0 0.0052
O 4.668209 -2.475474 5.680212 0.0 0.0 0.0 -0.0034
H 4.703647 1.251351 1.031049 0.0 0.0 0.0 0.1197
H 5.195505 0.005826 2.763260 0.0 0.0 0.0 0.1162
H 2.446494 -2.592826 4.751180 0.0 0.0 0.0 0.1039
H 0.702021 -2.025806 3.077221 0.0 0.0 0.0 0.1026
O -0.917752 3.894669 2.066264 0.4 0.1 -0.1 -0.6032
Se 0.629145 4.248074 1.558380 -0.2 0.6 0.3 0.6732
O 0.644397 4.077902 -0.098824 0.0 0.0 0.2 -0.5996
O 1.677778 3.103807 2.154053 -0.3 0.1 -0.2 -0.5768
O 1.059686 5.764977 1.997540 -0.1 -0.4 -0.1 -0.5629
```
Positions in Å, forces in eV/Å.

Its spin multiplicity is 1. As for the frontier orbital gap: 5.50 eV. The value obtained for the HOMO energy is -0.06792 hartree. The total charge is -2. Its max |F| is 0.72 eV Å⁻¹.

DFT (the ωB97M-V functional and the def2-TZVPD basis) results for C27H16F12N2O4ReS2 as an isolated structure in a non-equilibrium geometry.

```
64
Properties=species:S:1:pos:R:3:forces:R:3:lowdin_charge:R:1
Re 0.435806 -0.313707 -1.058549 0.4 0.0 -0.3 1.3703
C -4.966362 4.227388 -1.714923 0.0 0.0 0.0 0.0149
C -3.779771 3.474164 -1.250441 0.0 0.0 0.1 -0.1479
C -3.587866 3.159119 0.098770 0.0 0.0 -0.1 0.0418
C -2.487395 2.441287 0.483425 0.0 0.1 0.0 0.0571
C -1.511648 1.993600 -0.465118 0.2 -0.1 0.0 -0.1653
N -0.438458 1.301747 0.013692 -0.2 0.1 0.1 0.0344
C 0.029565 1.715615 1.226504 -0.1 -0.1 0.0 -0.1717
C -0.011423 3.119248 1.501075 0.0 0.0 0.0 0.0558
C 0.396869 3.632425 2.704328 0.0 -0.1 0.0 0.0407
C 0.856045 2.772962 3.705053 0.0 0.0 -0.1 -0.1529
C 1.322187 3.283334 5.015541 0.0 0.0 0.0 0.0125
C 0.937620 1.379816 3.426098 0.0 -0.1 0.0 0.0890
C 0.592811 0.841278 2.219240 0.0 0.0 0.0 -0.0270
C 0.666177 -0.661811 1.993473 0.0 0.2 0.1 -0.2389
O 0.770763 -0.936574 0.623976 -0.3 0.4 -1.1 -0.2901
C 1.945536 -1.300294 2.614918 -0.1 -0.1 0.1 -0.5733
F 3.004322 -0.579093 2.266805 0.1 0.1 -0.1 0.2070
F 1.875913 -1.374062 3.933413 0.0 0.0 0.1 0.2125
F 2.102108 -2.532913 2.131218 0.0 -0.1 -0.1 0.1796
C -0.643765 -1.340875 2.483823 0.0 0.0 0.1 -0.5703
F -0.638393 -2.633564 2.208425 0.0 -0.1 0.0 0.2150
F -0.814409 -1.155948 3.780040 0.0 0.0 0.0 0.2233
F -1.670868 -0.772967 1.831264 -0.1 0.0 -0.1 0.1715
C -1.745687 2.255839 -1.862022 0.0 0.0 0.0 -0.0256
C -2.831830 3.007767 -2.204693 0.1 -0.1 0.0 0.0920
C -0.723208 1.844647 -2.908256 -0.2 0.1 -0.1 -0.2285
O -0.087399 0.667405 -2.487000 0.4 -0.9 1.2 -0.2763
C 0.378473 2.937010 -3.043219 -0.1 0.1 0.0 -0.5696
F -0.174812 4.106350 -3.318560 0.0 0.0 0.0 0.2196
F 1.264755 2.622846 -3.962409 0.1 -0.1 0.0 0.2328
F 1.002358 3.033457 -1.854853 0.1 0.0 0.1 0.1635
C -1.363379 1.472169 -4.286225 -0.1 0.1 0.0 -0.5808
F -1.761928 2.559137 -4.932894 0.0 0.0 0.0 0.2095
F -0.485721 0.821235 -5.025194 0.1 -0.1 -0.1 0.2170
F -2.411910 0.682982 -4.067800 -0.1 -0.1 0.0 0.2032
H -5.445922 4.770871 -0.904501 0.0 0.0 0.0 0.1055
H -5.693874 3.516884 -2.127116 0.0 0.0 0.0 0.1311
H -4.703341 4.911789 -2.522489 0.0 0.0 0.0 0.1140
H -4.329415 3.451077 0.830579 0.0 0.0 0.0 0.1468
H -2.399334 2.092833 1.504177 0.0 0.0 0.0 0.1441
H -0.260777 3.784395 0.684187 0.0 0.0 0.0 0.1447
H 0.395271 4.702059 2.867319 0.0 0.0 0.0 0.1478
H 0.836320 4.221392 5.276757 0.0 0.0 0.0 0.1078
H 2.400276 3.475982 4.949590 0.0 0.0 0.0 0.1300
H 1.172049 2.550730 5.807164 0.0 0.0 0.0 0.1080
H 1.291666 0.739250 4.222160 0.0 0.0 0.0 0.1435
H -2.989228 3.284387 -3.238623 0.0 0.0 0.0 0.1464
O -0.779981 -5.803251 -2.352638 0.0 0.0 0.0 -0.1481
S 0.554569 -5.596418 -2.740928 0.0 0.1 0.2 0.8915
O 1.119916 -5.781711 -4.012135 0.0 0.0 -0.1 -0.1421
N 0.786112 -3.543408 -2.409370 0.1 0.0 0.1 -0.1216
C 1.695499 -3.491220 -1.553297 -0.3 -0.1 -0.3 -0.5032
S 1.714499 -1.862777 -2.297252 -0.3 0.1 0.3 0.9484
C 2.282985 -4.628983 -0.880151 0.0 0.3 -0.1 -0.1735
C 3.262823 -4.702148 0.093337 -0.1 -0.1 0.0 0.0345
C 3.641975 -5.967321 0.541490 0.0 0.1 0.0 0.0123
C 3.057349 -7.113337 0.026422 0.0 -0.1 0.0 0.0230
C 2.075496 -7.054832 -0.969911 0.0 0.1 0.0 0.0190
C 1.718750 -5.801950 -1.408060 0.1 -0.2 0.0 -0.2143
H 3.715591 -3.806923 0.494535 0.0 0.0 0.0 0.1315
H 4.409070 -6.055114 1.298409 0.0 0.0 0.0 0.1373
H 3.378035 -8.083336 0.383421 0.0 0.0 0.0 0.1418
H 1.648544 -7.959934 -1.382001 0.0 0.0 0.0 0.1489
```
Positions in Å, forces in eV/Å.

Its spin multiplicity is 1. As for the frontier orbital gap (alpha / beta): 5.48 / 5.48 eV. The value obtained for the HOMO energy (alpha / beta) is -0.64359 / -0.64352 hartree. The total charge is +3. Its max |F| is 1.50 eV Å⁻¹.

DFT (the ωB97M-V functional and the def2-TZVPD basis) results for C27H17BrF5IN5O2RbS2Te as an isolated structure in a non-equilibrium geometry.

```
62
Properties=species:S:1:pos:R:3:forces:R:3:lowdin_charge:R:1
Rb -0.165041 0.162985 -0.847091 -0.5 0.5 1.0 0.9500
Br 6.578549 -7.952063 2.302057 0.0 0.0 0.0 0.6656
C 6.852435 -6.080806 2.078884 0.0 0.0 -0.1 -0.7114
C 7.393189 -5.342564 3.114120 0.0 0.0 0.0 -0.1494
C 7.602491 -3.982249 2.938492 0.0 -0.1 0.1 -0.0518
C 7.252732 -3.343073 1.749239 -0.1 0.2 0.3 -0.3114
C 6.714870 -4.119338 0.713566 -0.1 0.2 0.0 -0.0297
C 6.517767 -5.477360 0.874024 0.0 -0.1 0.1 -0.1351
N 7.667664 -2.004129 1.562817 -0.2 0.0 -0.4 0.0188
N 6.921125 -1.086866 1.101033 0.2 0.1 0.2 0.0263
C 5.555128 -1.049899 1.100944 -0.1 -0.1 -0.1 -0.2571
C 4.683141 -1.738919 1.975561 0.2 -0.2 -0.2 -0.0315
C 3.330817 -1.561954 1.968218 -0.1 0.1 0.0 -0.0163
C 2.677053 -0.641066 1.076396 0.1 -0.1 0.0 -0.3930
O 1.457030 -0.441585 1.089322 0.3 -0.2 0.4 -0.1690
C 3.568374 0.087540 0.142347 0.0 0.0 0.0 -0.1461
N 2.961162 0.905525 -0.744399 0.0 0.0 0.1 0.1036
C 3.708000 1.609025 -1.561706 0.0 0.0 0.0 -0.1452
C 5.109962 1.549518 -1.553389 0.0 0.0 0.0 -0.0680
C 5.734349 0.694987 -0.685770 0.0 0.0 0.0 -0.0239
C 4.963391 -0.084644 0.201000 0.0 0.0 0.0 -0.1001
H 7.656181 -5.823249 4.047066 0.0 0.0 0.0 0.0913
H 8.046277 -3.390473 3.729319 0.0 0.0 0.0 0.1050
H 6.439642 -3.643157 -0.218572 0.0 0.0 0.0 0.1181
H 6.099987 -6.065667 0.068130 0.0 0.0 0.0 0.0970
H 5.101161 -2.401544 2.719475 0.1 -0.1 0.0 0.1027
H 2.696738 -2.079346 2.677244 0.0 0.0 0.0 0.1044
H 3.186367 2.245127 -2.270312 0.0 0.0 0.0 0.1026
H 5.679715 2.161918 -2.241280 0.0 0.0 0.0 0.0924
H 6.810710 0.594991 -0.660954 0.0 0.0 0.0 0.0982
S -3.587386 2.055576 1.378469 0.0 0.0 0.0 0.4017
C -2.629887 3.039332 0.387163 0.0 0.0 0.0 -1.2021
N -1.772681 2.689680 -0.539957 0.0 0.0 0.0 -0.0685
C -1.183448 3.768885 -1.157344 0.0 0.0 0.0 -0.3414
C -0.251737 3.680503 -2.194549 0.0 0.0 0.0 -0.0270
C 0.281031 4.840889 -2.730218 0.0 0.0 0.0 -0.1110
C -0.103000 6.095075 -2.253134 0.0 0.0 0.0 -0.1310
C -1.036523 6.199644 -1.230869 0.0 0.0 0.0 -0.1226
C -1.572987 5.039851 -0.690099 0.0 0.0 0.0 -0.5088
S -2.746260 4.821413 0.567898 0.0 0.0 0.0 0.9273
H 0.031986 2.707301 -2.579177 0.0 0.0 0.0 0.0888
H 1.003504 4.771607 -3.534696 0.0 0.0 0.0 0.0916
H 0.325965 6.991941 -2.683695 0.0 0.0 0.0 0.0837
H -1.340842 7.171759 -0.861122 0.0 0.0 0.0 0.0929
I -6.163237 -2.517727 0.728239 0.0 0.0 0.0 0.8289
C -4.128444 -2.886380 0.446070 0.0 0.0 0.0 -0.7158
C -3.694003 -4.132382 0.027469 0.0 0.0 0.0 -0.1515
C -2.333911 -4.323863 -0.144993 0.0 0.0 0.0 -0.0586
C -1.477149 -3.264010 0.111282 0.0 0.0 0.0 -0.1514
N -1.901400 -2.069650 0.509007 0.0 0.1 0.0 0.0467
C -3.207056 -1.873030 0.671386 0.0 0.0 0.0 -0.2014
H -4.400245 -4.928469 -0.167844 0.0 0.0 0.0 0.0890
H -1.943458 -5.271076 -0.491426 0.0 0.0 0.0 0.1048
H -0.407806 -3.370284 -0.028226 0.0 0.0 0.0 0.1079
H -3.513038 -0.874233 0.970878 0.0 0.0 0.0 0.0512
F -0.984545 -3.543941 -3.968383 0.0 0.0 0.0 -0.3899
Te -0.455384 -1.760414 -3.681490 0.0 -0.5 -0.8 1.7085
F -1.565172 -1.423268 -5.155427 -0.1 0.1 0.0 -0.3956
F 0.553822 -2.544932 -2.290951 0.0 0.1 0.1 -0.4116
F -1.972343 -1.753471 -2.564686 0.1 0.1 0.1 -0.4029
F 0.914129 -2.205991 -4.884032 0.1 0.0 0.0 -0.3969
O 0.047966 -0.086905 -3.371593 0.0 -0.2 -0.8 -0.7719
```
Positions in Å, forces in eV/Å.

Its spin multiplicity is 1. As for the frontier orbital gap: 5.78 eV. The value obtained for the HOMO energy is -0.08826 hartree. The total charge is -2. Its max |F| is 1.24 eV Å⁻¹.